Record 1
Molecular formula: C4H5N3
Method: DFT, the ωB97M-V functional and the def2-TZVPD basis

```
! RIJCOSX wB97M-V def2-TZVPD def2/J DEFGRID3
* xyz 0 1
C 0.232 1.596 -0.983
N 0.717 0.470 -0.241
C -0.784 -1.209 0.587
C 0.174 -0.774 -0.376
N 0.114 -1.717 -1.183
C -0.376 -1.736 1.840
N -0.042 -2.117 2.886
H -0.773 1.388 -1.372
H 0.898 1.795 -1.820
H 0.157 2.473 -0.332
H 1.442 0.550 0.446
H -1.760 -0.719 0.548
*
```

For the LUMO energy (alpha / beta), the calculation gives -1.2 / -0.7 eV. For the energy above the lowest of the compared OMol25 structures with the same formula, charge and spin, the calculation gives 4.835 eV. The value obtained for the highest occupied orbital energy (alpha / beta) is -9.46 / -9.26 eV. The value obtained for the energy is -319.53453 Ha. The value obtained for the orbital gap (alpha / beta) is 8.23 / 8.52 eV.

Record 2
Molecular formula: C3H6S
Method: DFT, the ωB97M-V functional and the def2-TZVPD basis

```
! RIJCOSX wB97M-V def2-TZVPD def2/J DEFGRID3
* xyz 0 1
C 0.974 1.146 -0.148
C 0.228 -0.076 0.119
C -0.971 -0.701 -0.451
S 1.888 -0.443 -0.008
H 0.943 1.589 -1.139
H 1.172 1.845 0.654
H -0.393 -0.782 2.779
H -1.845 -0.085 -0.236
H -1.122 -1.693 -0.031
H -0.874 -0.800 -1.540
*
```

For the LUMO energy (alpha / beta), the calculation gives 0.1 / -0.2 eV. For the energy above the lowest of the compared OMol25 structures with the same formula, charge and spin, the calculation gives 4.451 eV. The value obtained for the highest occupied orbital energy (alpha / beta) is -9.46 / -7.38 eV. The value obtained for the energy is -515.90224 Ha. The value obtained for the orbital gap (alpha / beta) is 9.60 / 7.17 eV.

Record 3
Molecular formula: C36H30Br2F3InNO22
Method: DFT, the ωB97M-V functional and the def2-TZVPD basis

```
! RIJCOSX wB97M-V def2-TZVPD def2/J DEFGRID3
* xyz -1 1
C 0.414 -4.627 1.390
In 0.720 -2.543 0.655
C -1.155 -1.671 -0.248
C -1.948 -0.556 0.439
C -1.192 0.511 1.193
F -0.726 0.023 2.377
Br 0.287 1.199 0.150
C -2.183 1.712 1.538
F -2.081 2.768 0.709
F -3.467 1.291 1.457
Br -1.939 2.364 3.360
C 2.154 -2.713 -1.140
O 3.460 -3.303 -0.904
N 3.911 -2.931 0.394
O 4.615 -2.008 0.362
H 0.054 -5.276 0.599
H 1.401 -4.991 1.652
H -0.231 -4.696 2.258
H 1.519 -1.547 1.872
H -1.834 -2.515 -0.306
H -0.963 -1.382 -1.274
H -2.674 -0.979 1.122
H -2.510 -0.011 -0.316
H 1.652 -3.318 -1.880
H 2.271 -1.710 -1.535
C 5.041 -0.571 -3.790
C 6.342 -0.549 -4.105
C 6.929 -1.474 -5.139
O 8.123 -1.382 -5.371
C 6.055 -2.425 -5.796
C 4.753 -2.449 -5.479
C 4.159 -1.508 -4.463
O 2.966 -1.593 -4.264
O 3.882 -3.282 -6.018
O 7.213 0.276 -3.545
H 4.609 0.083 -3.046
H 6.490 -3.095 -6.523
H 3.025 -3.080 -5.592
H 8.067 0.105 -3.981
C -6.655 2.771 7.317
C -5.491 3.437 7.319
C -4.305 2.944 6.538
O -3.275 3.586 6.548
C -4.434 1.709 5.784
C -5.593 1.051 5.781
C -6.787 1.545 6.545
O -7.813 0.892 6.474
O -5.769 -0.071 5.088
O -5.294 4.560 7.993
H -7.518 3.113 7.870
H -3.569 1.362 5.237
H -6.687 -0.363 5.237
H -4.370 4.820 7.816
C -6.689 2.425 2.373
C -7.201 2.063 1.189
C -8.014 3.017 0.352
O -8.433 2.611 -0.715
C -8.257 4.355 0.865
C -7.742 4.711 2.049
C -6.912 3.764 2.872
O -6.466 4.172 3.928
O -7.909 5.906 2.593
O -7.044 0.863 0.662
H -6.095 1.757 2.982
H -8.853 5.027 0.263
H -7.422 5.886 3.439
H -7.506 0.877 -0.197
C -3.092 -3.516 2.460
C -3.368 -2.423 3.185
C -2.701 -2.153 4.510
O -2.994 -1.117 5.074
C -1.757 -3.128 5.021
C -1.482 -4.220 4.296
C -2.128 -4.478 2.959
O -1.813 -5.497 2.375
O -0.632 -5.157 4.679
O -4.242 -1.503 2.813
H -3.562 -3.718 1.508
H -1.291 -2.930 5.975
H -0.611 -5.813 3.956
H -4.268 -0.837 3.528
C 10.026 3.056 -8.869
C 9.110 2.971 -7.894
C 8.952 1.731 -7.051
O 8.106 1.762 -6.178
C 9.806 0.591 -7.327
C 10.719 0.677 -8.304
C 10.894 1.923 -9.131
O 11.761 1.913 -9.985
O 11.540 -0.310 -8.627
O 8.279 3.950 -7.584
H 10.149 3.941 -9.476
H 9.671 -0.298 -6.726
H 12.090 0.026 -9.358
H 7.735 3.619 -6.843
*
```

For the LUMO energy, the calculation gives -0.3 eV. For the energy above the lowest of the compared OMol25 structures with the same formula, charge and spin, the calculation gives 0.000 eV. The value obtained for the highest occupied orbital energy is -4.64 eV. The value obtained for the energy is -8737.46119 Ha. The value obtained for the orbital gap is 4.33 eV.

Record 4
Molecular formula: C3H2O2Sr
Method: DFT, the ωB97M-V functional and the def2-TZVPD basis

```
! RIJCOSX wB97M-V def2-TZVPD def2/J DEFGRID3
* xyz 1 2
O 0.124 1.043 -0.593
O 0.477 -0.854 0.507
C -1.087 0.515 -0.259
C -0.879 -0.664 0.368
C 1.114 0.271 0.005
H -1.531 -1.219 1.037
Sr 3.599 0.719 0.020
H -1.818 0.188 -1.084
*
```

For the LUMO energy (alpha / beta), the calculation gives -5.3 / -5.4 eV. For the energy above the lowest of the compared OMol25 structures with the same formula, charge and spin, the calculation gives 2.590 eV. The value obtained for the highest occupied orbital energy (alpha / beta) is -8.92 / -12.30 eV. The value obtained for the energy is -296.29543 Ha. The value obtained for the orbital gap (alpha / beta) is 3.66 / 6.93 eV.

Record 5
Molecular formula: C22H52AlN6O8
Method: DFT, the ωB97M-V functional and the def2-TZVPD basis

```
! RIJCOSX wB97M-V def2-TZVPD def2/J DEFGRID3
* xyz -1 1
O 0.146 0.876 1.884
C -0.396 1.296 0.738
O 0.263 1.056 -0.589
C -1.867 2.084 0.633
C -2.749 1.236 -0.460
C -4.375 1.359 -0.284
Al -4.948 -0.074 1.125
H -0.090 0.203 -0.997
H -2.379 2.239 1.674
H -1.594 3.157 0.190
H -2.420 1.621 -1.529
H -2.463 0.079 -0.411
H -4.739 2.434 0.000
H -4.888 1.002 -1.292
H -6.335 -0.784 0.714
H -5.081 0.562 2.570
H -3.842 -1.216 1.053
C -2.674 4.116 -3.710
C -3.577 4.838 -2.750
O -4.705 4.429 -2.482
N -3.115 5.980 -2.167
C -1.835 6.623 -2.345
H -3.184 3.226 -4.090
H -2.433 4.764 -4.557
H -1.760 3.800 -3.200
H -3.783 6.406 -1.534
H -1.346 6.680 -1.370
H -2.013 7.636 -2.716
H -1.193 6.086 -3.045
C -1.775 -0.060 -4.182
C -1.275 -1.286 -3.470
O -0.410 -1.229 -2.599
N -1.809 -2.493 -3.815
C -2.823 -2.775 -4.802
H -1.254 0.821 -3.796
H -1.573 -0.140 -5.253
H -2.846 0.066 -4.003
H -1.420 -3.268 -3.291
H -3.662 -3.260 -4.297
H -2.399 -3.464 -5.536
H -3.174 -1.874 -5.308
C -8.301 0.588 5.658
C -7.861 -0.302 4.529
O -8.206 -0.101 3.367
N -7.054 -1.361 4.822
C -6.541 -1.768 6.108
H -8.938 1.385 5.264
H -8.878 0.012 6.386
H -7.431 1.045 6.135
H -6.803 -1.911 4.009
H -5.450 -1.763 6.055
H -6.885 -2.787 6.303
H -6.870 -1.112 6.915
C 3.157 1.651 5.792
C 3.560 0.205 5.872
O 4.344 -0.209 6.724
N 3.030 -0.662 4.963
C 2.101 -0.382 3.894
H 3.663 2.213 6.582
H 3.453 2.069 4.827
H 2.078 1.748 5.936
H 3.350 -1.616 5.084
H 1.209 -0.993 4.052
H 2.572 -0.674 2.952
H 1.820 0.671 3.851
C 2.895 -0.634 -2.782
C 3.335 -1.524 -3.911
O 2.990 -1.323 -5.074
N 4.142 -2.583 -3.618
C 4.655 -2.990 -2.332
H 2.258 0.164 -3.176
H 2.318 -1.209 -2.054
H 3.765 -0.176 -2.305
H 4.394 -3.133 -4.432
H 5.747 -2.984 -2.386
H 4.312 -4.008 -2.137
H 4.326 -2.333 -1.525
C 9.325 -2.783 -2.442
C 8.578 -3.481 -1.339
O 7.541 -4.106 -1.548
N 9.082 -3.408 -0.075
C 10.274 -2.732 0.378
H 8.799 -2.934 -3.389
H 9.374 -1.710 -2.240
H 10.331 -3.201 -2.535
H 8.521 -3.904 0.610
H 10.930 -3.475 0.838
H 9.981 -1.997 1.131
H 10.803 -2.232 -0.435
*
```

For the LUMO energy, the calculation gives 1.8 eV. The value obtained for the highest occupied orbital energy is -4.48 eV. The value obtained for the energy is -2042.34999 Ha. The value obtained for the orbital gap is 6.25 eV.

Record 6
Molecular formula: C32H88K2N8O12S
Method: DFT, the ωB97M-V functional and the def2-TZVPD basis

```
! RIJCOSX wB97M-V def2-TZVPD def2/J DEFGRID3
* xyz 0 1
K -2.707 1.797 -1.395
K 0.035 1.598 3.205
S 0.151 0.869 0.244
O 1.355 1.673 0.217
O -0.925 1.661 0.854
O -0.265 0.485 -1.082
O 0.331 -0.292 1.056
C 2.087 4.989 3.439
C 2.077 4.327 2.022
C 3.107 4.824 0.955
O 2.937 6.301 0.900
C 3.823 6.926 0.032
N 2.273 2.917 2.338
H 1.334 4.607 4.127
H 1.934 6.066 3.371
H 3.028 4.945 3.988
H 1.106 4.352 1.528
H 2.801 4.437 -0.016
H 4.148 4.509 1.034
H 3.612 6.622 -0.993
H 4.854 6.658 0.263
H 3.712 8.010 0.048
H 2.047 2.472 1.461
H 3.260 2.738 2.457
C -1.951 5.071 1.342
C -2.256 4.406 2.726
C -3.150 5.202 3.638
O -2.490 6.264 4.310
C -1.696 5.936 5.381
N -2.792 3.035 2.551
H -1.250 4.385 0.867
H -1.507 6.066 1.372
H -2.884 5.057 0.780
H -1.292 4.352 3.233
H -3.606 4.532 4.367
H -3.949 5.563 2.989
H -1.206 6.845 5.728
H -0.902 5.297 4.994
H -2.202 5.467 6.225
H -3.716 3.161 2.163
H -2.215 2.511 1.908
C -1.739 -1.422 3.860
C -0.359 -2.177 3.997
C -0.037 -3.437 3.125
O -0.695 -4.586 3.744
C -0.367 -5.843 3.020
N 0.571 -1.114 3.582
H -1.918 -0.866 2.940
H -2.032 -0.773 4.685
H -2.543 -2.157 3.854
H -0.139 -2.429 5.035
H 1.023 -3.674 3.035
H -0.515 -3.324 2.151
H 0.701 -6.036 3.118
H -0.553 -5.673 1.960
H -1.002 -6.610 3.463
H 1.549 -1.354 3.648
H 0.444 -0.951 2.594
C 4.409 0.122 -3.325
C 4.223 0.909 -2.028
C 4.092 2.396 -2.184
O 5.208 3.056 -2.728
C 4.891 4.443 -2.811
N 3.087 0.401 -1.315
H 4.345 -0.960 -3.209
H 5.385 0.351 -3.754
H 3.684 0.512 -4.038
H 5.066 0.573 -1.424
H 3.839 2.758 -1.188
H 3.144 2.575 -2.691
H 5.854 4.915 -2.616
H 4.172 4.821 -2.084
H 4.505 4.612 -3.816
H 2.307 0.078 -1.869
H 2.746 1.146 -0.725
C -2.338 -4.074 -0.605
C -1.648 -2.999 -1.418
C -2.543 -2.530 -2.524
O -2.605 -3.422 -3.557
C -3.217 -2.969 -4.786
N -1.471 -1.871 -0.449
H -3.280 -3.685 -0.219
H -1.583 -4.316 0.143
H -2.541 -4.861 -1.331
H -0.684 -3.382 -1.756
H -2.050 -1.617 -2.861
H -3.510 -2.122 -2.229
H -2.820 -2.025 -5.159
H -4.280 -2.856 -4.571
H -3.180 -3.699 -5.595
H -0.730 -2.156 0.175
H -0.987 -1.108 -0.900
C 4.126 -3.254 -0.489
C 2.613 -2.950 -0.335
C 1.730 -4.190 0.012
O 1.741 -5.175 -1.078
C 1.076 -6.332 -0.736
N 2.498 -1.851 0.643
H 4.735 -2.351 -0.448
H 4.232 -3.711 -1.473
H 4.559 -4.030 0.143
H 2.324 -2.598 -1.325
H 0.717 -3.804 0.118
H 2.038 -4.565 0.989
H 1.100 -7.102 -1.506
H 0.087 -6.088 -0.347
H 1.657 -6.792 0.064
H 2.845 -1.000 0.225
H 1.556 -1.489 0.689
C 0.969 0.456 -5.868
C 0.266 -0.229 -4.671
C 1.070 -1.344 -3.954
O 1.337 -2.412 -4.853
C 2.166 -3.482 -4.360
N 0.181 0.889 -3.759
H 1.355 -0.335 -6.510
H 1.832 1.084 -5.649
H 0.279 1.089 -6.426
H -0.745 -0.577 -4.882
H 0.556 -1.690 -3.058
H 1.948 -0.904 -3.480
H 1.710 -3.905 -3.466
H 3.233 -3.277 -4.278
H 2.056 -4.173 -5.196
H -0.037 0.621 -2.810
H 1.120 1.250 -3.675
C -5.051 -0.196 2.544
C -4.383 -0.923 1.404
C -5.361 -1.551 0.445
O -6.199 -2.442 1.166
C -7.218 -3.113 0.339
N -3.397 -0.078 0.691
H -4.396 0.409 3.171
H -5.631 -0.809 3.235
H -5.671 0.623 2.180
H -3.723 -1.684 1.819
H -4.865 -2.068 -0.376
H -5.933 -0.758 -0.037
H -7.844 -2.438 -0.245
H -7.924 -3.648 0.974
H -6.667 -3.773 -0.330
H -2.780 -0.789 0.324
H -2.809 0.232 1.451
*
```

For the LUMO energy, the calculation gives -0.6 eV. The value obtained for the highest occupied orbital energy is -8.27 eV. The value obtained for the energy is -4210.90491 Ha. The value obtained for the orbital gap is 7.66 eV.

Record 7
Molecular formula: C6H15NO
Method: DFT, the ωB97M-V functional and the def2-TZVPD basis

```
! RIJCOSX wB97M-V def2-TZVPD def2/J DEFGRID3
* xyz 0 1
C -1.817 -0.233 0.096
C -2.619 1.050 -0.279
C -1.889 -0.519 1.618
O -1.838 0.321 2.483
N -1.834 -1.844 1.898
H -2.216 -1.124 -0.383
H -0.768 -0.132 -0.164
H -3.401 1.206 0.463
H -1.769 -2.149 2.855
H -1.948 -2.637 1.302
H -3.087 0.959 -1.257
H -1.876 1.844 -0.249
C 1.982 0.510 -0.217
C 2.841 1.360 -1.147
C 1.916 -0.964 -0.729
H 2.433 0.530 0.770
H 0.983 0.928 -0.101
H 3.843 1.564 -0.789
H 2.696 -1.132 -1.476
H 2.124 -1.675 0.072
H 0.970 -1.145 -1.215
H 2.896 0.955 -2.169
H 2.379 2.325 -1.385
*
```

For the LUMO energy, the calculation gives 0.9 eV. For the energy above the lowest of the compared OMol25 structures with the same formula, charge and spin, the calculation gives 0.783 eV. The SMILES is CCC(N)=O.CCC. The value obtained for the highest occupied orbital energy is -9.78 eV. The value obtained for the energy is -367.60252 Ha. The value obtained for the orbital gap is 10.64 eV.

Record 8
Molecular formula: C4H3LiMgO2
Method: DFT, the ωB97M-V functional and the def2-TZVPD basis

```
! RIJCOSX wB97M-V def2-TZVPD def2/J DEFGRID3
* xyz 2 1
H -2.270 -0.755 1.454
C 1.682 -0.175 -0.373
C 0.647 0.727 0.063
C -0.589 0.252 0.229
C -1.770 -0.326 0.301
O -2.756 -0.550 -0.453
O 2.876 0.137 -0.505
Mg 4.276 1.391 -0.223
H 1.379 -1.195 -0.662
H 0.916 1.777 0.230
Li -4.389 -1.285 -0.061
*
```

For the LUMO energy, the calculation gives -11.6 eV. For the energy above the lowest of the compared OMol25 structures with the same formula, charge and spin, the calculation gives 0.807 eV. The value obtained for the highest occupied orbital energy is -14.59 eV. The value obtained for the energy is -511.60818 Ha. The value obtained for the orbital gap is 3.00 eV.

- Among the records above, which one has the highest energy?
  C3H2O2Sr

- energy of number 5 (C22H52AlN6O8)?
  -2042.34999 Ha

Repeat the second record exactly.
Molecular formula: C3H6S
Method: DFT, the ωB97M-V functional and the def2-TZVPD basis

```
! RIJCOSX wB97M-V def2-TZVPD def2/J DEFGRID3
* xyz 0 1
C 0.974 1.146 -0.148
C 0.228 -0.076 0.119
C -0.971 -0.701 -0.451
S 1.888 -0.443 -0.008
H 0.943 1.589 -1.139
H 1.172 1.845 0.654
H -0.393 -0.782 2.779
H -1.845 -0.085 -0.236
H -1.122 -1.693 -0.031
H -0.874 -0.800 -1.540
*
```

For the LUMO energy (alpha / beta), the calculation gives 0.1 / -0.2 eV. For the energy above the lowest of the compared OMol25 structures with the same formula, charge and spin, the calculation gives 4.451 eV. The value obtained for the highest occupied orbital energy (alpha / beta) is -9.46 / -7.38 eV. The value obtained for the energy is -515.90224 Ha. The value obtained for the orbital gap (alpha / beta) is 9.60 / 7.17 eV.